# C4H8N2

One molecule with the formula C4H8N2 in a non-equilibrium geometry (wB97M-V/def2-TZVPD, OMol25).

The HOMO-LUMO gap comes out at 10.2 eV. The HOMO energy comes out at -8.91 eV. The calculation puts the energy above the lowest of the compared OMol25 structures with the same formula, charge and spin at 93.3 kcal per mole. The largest force on an atom comes out at 3.95 eV Å⁻¹.

Each atom is followed by the atoms it is bonded to, with distances in Å.
Cartesian coordinates (Å):
1 C 0.016 1.730 0.393  C2 1.520, C3 1.533, H7 1.154, H8 1.061
2 C -0.297 1.423 -1.062  C1 1.520, C3 1.506, H9 1.194, H10 1.075
3 C -0.417 0.324 -0.038  C1 1.533, C2 1.506, N4 1.365, H11 1.059
4 N 0.527 -0.662 -0.031  C3 1.365, C5 1.421, N6 1.399
5 C 0.270 -1.753 0.842  N4 1.421, N6 1.421, H12 1.081, H13 1.024
6 N 0.287 -1.932 -0.568  N4 1.399, C5 1.421, H14 0.982
7 H 1.103 1.886 0.746  C1 1.154
8 H -0.766 2.102 1.006  C1 1.061
9 H -1.258 1.975 -1.506  C2 1.194
10 H 0.409 1.235 -1.852  C2 1.075
11 H -1.425 0.042 0.125  C3 1.059
12 H -0.631 -1.907 1.419  C5 1.081
13 H 1.131 -1.972 1.352  C5 1.024
14 H 1.052 -2.491 -0.826  N6 0.982